No. 1
Below is a structure of composition C40H51F6N6O4P2RbS2, with properties calculated with ωB97M-V/def2-TZVPD.

Positions of all 112 atoms, in Å:
Rb (0.684, -0.694, -0.151)
C (-1.919, -3.079, 3.728)
P (-2.116, -2.631, 1.948)
C (-3.870, -2.062, 1.999)
C (-2.379, -4.341, 1.284)
C (-3.074, -4.363, -0.079)
P (-2.341, -3.170, -1.305)
C (-0.795, -4.092, -1.688)
C (-3.373, -3.641, -2.746)
H (-2.773, -3.647, 4.108)
H (-1.792, -2.174, 4.327)
H (-1.014, -3.677, 3.846)
H (-4.550, -2.853, 2.328)
H (-4.170, -1.712, 1.011)
H (-3.953, -1.222, 2.693)
H (-2.949, -4.925, 2.016)
H (-1.390, -4.804, 1.208)
H (-4.126, -4.083, 0.040)
H (-3.062, -5.379, -0.491)
H (-0.988, -5.162, -1.813)
H (-0.052, -3.960, -0.899)
H (-0.381, -3.685, -2.611)
H (-3.332, -4.717, -2.937)
H (-3.025, -3.096, -3.625)
H (-4.409, -3.352, -2.554)
C (3.740, -0.034, -2.594)
C (2.784, 1.097, -2.839)
C (2.758, 1.984, -3.910)
C (1.602, 2.783, -3.723)
C (1.013, 2.329, -2.549)
C (-0.257, 2.791, -1.899)
N (1.733, 1.315, -1.999)
H (4.732, 0.185, -3.002)
H (3.403, -0.969, -3.057)
H (3.853, -0.246, -1.527)
H (3.459, 2.022, -4.735)
H (1.237, 3.572, -4.368)
H (-0.380, 3.877, -1.969)
H (-0.249, 2.529, -0.837)
H (-1.138, 2.329, -2.356)
O (1.567, 2.751, 1.361)
C (2.759, 2.928, 1.288)
C (3.720, 1.979, 0.615)
C (4.559, 2.750, -0.424)
C (3.805, 3.873, -1.156)
C (3.766, 5.232, -0.441)
C (2.942, 5.258, 0.846)
N (3.335, 4.143, 1.726)
H (3.131, 1.206, 0.126)
H (4.364, 1.499, 1.359)
H (4.892, 2.027, -1.169)
H (5.466, 3.157, 0.045)
H (2.794, 3.528, -1.394)
H (4.278, 4.018, -2.129)
H (3.370, 5.987, -1.128)
H (4.793, 5.541, -0.200)
H (1.880, 5.137, 0.634)
H (3.070, 6.206, 1.375)
H (4.345, 4.060, 1.693)
C (1.277, 0.871, 4.605)
C (1.149, 0.466, 3.281)
N (-0.030, 0.291, 2.693)
C (-1.118, 0.536, 3.409)
C (-1.108, 0.994, 4.726)
C (0.138, 1.144, 5.334)
C (-2.402, 1.190, 5.389)
C (-2.815, 2.038, 6.339)
C (-2.133, 3.179, 6.963)
C (-2.695, 3.776, 8.095)
C (-2.049, 4.872, 8.627)
N (-0.935, 5.378, 8.099)
C (-0.488, 4.746, 7.016)
N (-1.019, 3.685, 6.428)
H (2.260, 0.962, 5.046)
H (2.022, 0.238, 2.680)
H (-2.066, 0.367, 2.905)
H (0.206, 1.457, 6.366)
H (-3.167, 0.503, 5.034)
H (-3.835, 1.909, 6.686)
H (-3.604, 3.391, 8.536)
H (-2.435, 5.371, 9.510)
H (0.412, 5.144, 6.559)
C (1.527, -3.299, 2.629)
C (2.821, -2.948, 1.856)
O (2.683, -1.954, 0.987)
C (3.265, -4.252, 1.124)
F (4.491, -4.172, 0.585)
F (3.274, -5.363, 1.913)
F (2.414, -4.529, 0.122)
C (3.905, -2.594, 2.919)
F (3.469, -1.584, 3.710)
F (4.220, -3.606, 3.770)
F (5.060, -2.180, 2.386)
H (0.812, -3.710, 1.915)
H (1.116, -2.371, 3.025)
H (1.676, -4.015, 3.440)
O (-2.010, -3.771, -7.574)
S (-2.349, -2.358, -7.390)
O (-1.123, -1.494, -8.208)
N (-2.133, -1.945, -5.858)
C (-1.055, -1.401, -5.316)
S (-0.991, -1.068, -3.665)
C (0.127, -1.112, -6.173)
C (1.344, -0.719, -5.616)
C (2.455, -0.483, -6.403)
C (2.363, -0.630, -7.783)
C (1.162, -0.997, -8.364)
C (0.047, -1.224, -7.563)
H (1.382, -0.570, -4.543)
H (3.379, -0.163, -5.939)
H (3.227, -0.445, -8.411)
H (1.054, -1.104, -9.436)

Cartesian forces, eV/Å:
-0.3 0.2 -0.4
0.0 0.0 0.0
0.0 0.0 0.0
0.0 0.0 0.0
0.0 0.0 0.0
0.0 0.0 0.0
0.0 0.0 0.0
0.0 0.0 0.0
0.0 0.0 0.0
0.0 0.0 0.0
0.0 0.0 0.0
0.0 0.0 0.0
0.0 0.0 0.0
0.0 0.0 0.0
0.0 0.0 0.0
0.0 0.0 0.0
0.0 0.0 0.0
0.0 0.0 0.0
0.0 0.0 0.0
0.0 0.0 0.0
0.0 0.0 0.0
0.0 0.0 0.0
0.0 0.0 0.0
0.0 0.0 0.0
0.0 0.0 0.0
0.0 0.0 0.0
0.1 0.1 0.0
0.0 0.0 0.0
0.0 0.0 0.0
0.0 0.1 0.1
0.0 0.0 0.0
0.0 -0.1 -0.1
0.0 0.0 0.0
0.0 0.0 0.0
0.0 0.0 0.0
0.0 0.0 0.0
0.0 0.0 0.0
0.0 0.0 0.0
0.0 0.0 0.0
0.0 0.0 0.0
0.0 0.0 0.0
0.0 0.0 0.0
0.0 -0.1 0.1
0.0 0.0 0.0
0.0 0.0 0.0
0.0 0.0 0.0
0.0 0.0 0.0
0.0 0.0 0.0
0.0 0.1 0.0
0.0 0.0 0.0
0.0 0.0 0.0
0.0 0.0 0.0
0.0 0.0 0.0
0.0 0.0 0.0
0.0 0.0 0.0
0.0 0.0 0.0
0.0 0.0 0.0
0.0 0.0 0.0
0.0 0.0 0.0
0.0 0.0 0.0
0.0 0.0 0.0
0.0 0.0 0.0
0.0 0.0 0.0
0.0 0.0 0.0
0.0 0.0 0.0
0.0 0.0 0.0
0.0 0.0 0.0
0.0 0.0 0.0
0.0 0.0 0.0
0.0 0.0 0.0
0.0 0.0 0.0
0.0 0.0 0.0
0.0 0.0 0.0
0.0 0.0 0.0
0.0 0.0 0.0
0.0 0.0 0.0
0.0 0.0 0.0
0.0 0.0 0.0
0.0 0.0 0.0
0.0 0.0 0.0
0.0 0.0 0.0
0.0 0.0 0.0
0.0 0.0 0.0
0.1 0.0 0.0
0.1 -0.1 0.3
0.0 0.0 0.0
0.1 0.0 0.0
0.0 0.0 0.1
-0.1 0.0 0.0
0.0 0.0 0.0
0.0 0.0 0.0
0.0 -0.1 0.0
0.1 0.0 -0.1
0.0 0.0 0.0
0.0 0.0 0.0
0.0 0.0 0.0
0.1 0.0 0.0
0.0 -0.1 -0.1
-0.1 0.0 0.0
-0.1 0.2 0.0
0.1 -0.2 0.0
-0.1 0.1 0.1
0.0 0.0 0.0
0.0 0.0 0.0
0.0 0.0 0.0
0.0 0.0 0.0
0.0 0.0 0.0
0.1 0.0 0.0
0.0 0.0 0.0
0.0 0.0 0.0
0.0 0.0 0.0
0.0 0.0 0.0

**Energy above the lowest of the compared OMol25 structures with the same formula, charge and spin**: 129.4 kJ/mol
**2S+1**: 1
**Charge**: -2
**HOMO energy**: -1.436 eV
**Orbital gap**: 4.030 eV

Atomic partial charges in e from the Mulliken method, atoms 1 to 99: Rb 0.16; C -1.25; P 1.03; C -1.46; C -0.97; C -1.25; P 0.38; C -0.52; C -0.88; H 0.48; H 0.19; H 0.32; H 0.40; H 0.33; H 0.36; H 0.51; H 0.34; H 0.35; H 0.60; H 0.42; H -0.16; H 0.31; H 0.31; H 0.07; H 0.36; C -1.49; C 0.84; C -0.89; C -0.90; C -0.11; C -1.52; N 1.11; H 0.38; H 0.31; H 0.15; H 0.41; H 0.37; H 0.34; H 0.15; H 0.30; O -0.52; C -0.14; C 0.68; C -1.21; C 0.35; C -1.14; C -0.63; N -0.25; H -0.69; H 0.64; H 0.35; H 0.59; H -0.44; H 0.49; H 0.41; H 0.32; H 0.31; H 0.38; H 0.39; C -1.31; C -0.41; N 0.69; C -1.30; C 0.92; C -0.18; C -0.48; C -0.97; C 1.07; C -0.68; C -0.15; N -0.63; C -0.13; N -0.34; H 0.51; H 0.81; H 0.39; H 0.54; H 0.27; H 0.25; H 0.35; H 0.37; H 0.44; C -1.45; C 1.47; O -0.75; C 0.28; F -0.27; F -0.33; F -0.20; C 0.39; F -0.19; F -0.32; F -0.27; H 0.20; H 0.20; H 0.39; O -0.59; S 0.36; O -0.59

---

No. 2
Below is a cluster of 2 separate species, C6H12ClO2Si in total, with properties calculated with ωB97M-V/def2-TZVPD.

Positions of all 22 atoms, in Å:
C (3.329, -1.070, 0.086)
C (1.722, 0.800, -1.924)
C (-1.484, 1.112, 0.197)
C (-0.313, -1.692, -0.530)
C (0.026, -0.021, 2.427)
C (1.675, 0.563, -0.392)
O (3.090, -1.270, 1.202)
O (3.874, -1.193, -0.939)
Si (0.124, 0.060, 0.444)
Cl (2.318, 2.029, 0.474)
H (2.707, 0.555, -2.198)
H (1.068, 0.053, -2.311)
H (1.675, 1.849, -2.265)
H (-2.419, 0.480, 0.445)
H (-1.508, 1.969, 0.965)
H (-1.576, 1.385, -0.932)
H (0.598, -2.112, -0.722)
H (-0.894, -2.273, 0.227)
H (-0.809, -1.392, -1.371)
H (0.073, 0.931, 2.787)
H (-0.851, -0.448, 2.627)
H (0.908, -0.499, 2.791)

Cartesian forces, eV/Å:
-1.3 1.2 -1.0
0.4 0.5 2.3
-1.1 -0.1 -0.4
-0.7 2.0 4.9
3.8 -0.4 -3.9
0.0 0.2 -0.2
0.0 -0.7 2.4
0.9 -0.2 -1.3
-1.0 -0.9 -0.2
0.3 0.4 0.2
1.5 -0.7 -0.7
-0.7 -0.1 -1.1
-1.1 -0.3 0.1
1.3 0.8 -0.4
0.1 -0.8 -1.6
0.0 0.1 2.1
2.3 -1.4 -0.6
0.2 0.1 -1.0
-1.6 0.4 -2.2
-0.1 2.9 0.9
-3.4 -2.0 1.2
0.3 -0.9 0.5

**Energy above the lowest of the compared OMol25 structures with the same formula, charge and spin**: 136.2 kJ/mol
**2S+1**: 1
**Charge**: -1
**HOMO energy**: -2.742 eV
**Orbital gap**: 6.419 eV

Population analysis type Mulliken, resulting atomic charges in e: C 0.70; C -1.33; C -1.02; C -1.36; C -1.29; C 0.18; O -0.43; O -0.51; Si 0.52; Cl -0.38; H 0.42; H 0.31; H 0.28; H 0.26; H 0.25; H 0.24; H 0.38; H 0.33; H 0.36; H 0.41; H 0.40; H 0.29

---

No. 3
Below is a structure of composition C11H6ClN2NiO4S4, with properties calculated with ωB97M-V/def2-TZVPD.

Positions of all 29 atoms, in Å:
Ni (0.121, -0.200, -0.227)
S (0.875, -2.315, 0.014)
S (1.704, -2.904, -1.689)
S (1.754, -1.315, -3.064)
S (0.943, 0.310, -2.266)
O (-2.813, 3.073, 3.450)
C (-3.701, 2.454, 2.709)
O (-4.891, 2.615, 2.858)
C (-3.174, 1.523, 1.654)
C (-3.949, 0.785, 0.785)
Cl (-5.651, 0.782, 0.733)
N (-3.133, 0.053, -0.030)
N (-1.844, 0.308, 0.300)
C (-1.852, 1.175, 1.293)
C (-0.502, 1.613, 1.828)
O (-0.489, 2.435, 2.765)
O (0.491, 1.102, 1.270)
C (-3.422, -0.874, -1.100)
C (-4.720, -1.183, -1.500)
C (-4.932, -2.083, -2.535)
C (-3.870, -2.687, -3.187)
C (-2.581, -2.376, -2.786)
C (-2.358, -1.481, -1.756)
H (-1.841, 2.828, 3.203)
H (-5.574, -0.740, -1.026)
H (-5.950, -2.306, -2.827)
H (-4.044, -3.388, -3.993)
H (-1.725, -2.828, -3.271)
H (-1.338, -1.268, -1.477)

Cartesian forces, eV/Å:
0.4 -0.1 -0.1
-0.2 0.1 0.1
0.1 0.0 -0.2
0.1 -0.2 0.0
-0.2 0.1 0.1
0.0 0.0 0.0
0.1 0.0 0.0
0.0 0.0 0.0
0.1 0.1 0.1
0.0 0.0 0.0
0.0 0.0 0.0
-0.1 -0.1 -0.1
-0.1 0.0 0.0
0.0 0.0 0.0
0.0 0.0 0.0
0.0 0.0 0.1
-0.1 0.0 0.0
0.0 0.0 0.0
0.0 0.0 0.0
0.0 0.0 0.0
0.0 0.0 0.0
0.0 0.0 0.0
0.1 0.0 0.0
0.0 0.0 -0.1
0.0 0.0 0.0
0.0 0.0 0.0
0.0 0.0 0.0
0.0 0.0 0.0
-0.1 0.0 0.0

**2S+1**: 3
**Charge**: -1
**HOMO energy (spin up / spin down)**: -4.408 / -4.729 eV
**Orbital gap (spin up / spin down)**: 6.909 / 6.079 eV

Population analysis type Mulliken, resulting atomic charges in e: Ni -0.05; S -0.23; S -0.05; S -0.05; S -0.23; O -0.57; C 0.50; O -0.63; C -0.17; C 0.66; Cl -0.21; N 0.69; N -1.28; C 0.11; C 1.25; O -0.83; O -0.71; C 1.13; C -0.63; C -0.79; C -0.45; C -0.78; C 0.20; H 0.47; H 0.31; H 0.35; H 0.38; H 0.39; H 0.21

---

No. 4
Below is a cluster of 3 separate species, C24H16F16O4 in total, with properties calculated with ωB97M-V/def2-TZVPD.

Positions of all 60 atoms, in Å:
C (1.207, -1.423, -0.041)
C (1.619, -1.714, -1.487)
C (1.174, -3.103, -2.029)
F (1.663, -4.266, -1.472)
F (-0.187, -3.276, -2.043)
F (1.238, -0.758, -2.296)
F (2.997, -1.849, -1.472)
O (2.026, -0.310, 0.361)
C (1.537, 0.426, 1.435)
C (2.459, 1.602, 1.698)
F (1.896, 2.507, 2.537)
F (3.502, 1.183, 2.403)
F (0.242, 0.808, 1.203)
F (1.377, -0.578, 2.404)
H (1.419, -2.280, 0.599)
H (0.152, -1.154, 0.010)
H (1.511, -3.257, -3.054)
H (2.778, 2.228, 0.864)
C (2.163, 8.083, -1.424)
C (1.400, 9.436, -1.217)
C (1.732, 10.405, -2.307)
F (2.981, 10.640, -2.329)
F (1.345, 10.093, -3.489)
F (0.093, 9.257, -1.233)
F (1.811, 9.954, -0.017)
O (1.559, 6.875, -1.061)
C (1.089, 6.802, 0.309)
C (1.137, 5.267, 0.594)
F (0.641, 5.061, 1.772)
F (0.498, 4.445, -0.219)
F (1.787, 7.570, 1.128)
F (-0.132, 7.317, 0.306)
H (3.247, 8.130, -1.313)
H (2.167, 8.037, -2.513)
H (1.274, 11.358, -2.043)
H (2.159, 4.908, 0.712)
C (-1.146, -2.423, 2.603)
C (-0.002, -3.171, 2.700)
C (0.070, -4.326, 1.895)
C (-0.987, -4.746, 1.077)
C (-2.125, -3.950, 1.018)
C (-2.132, -2.857, 1.749)
C (-3.418, -4.336, 0.298)
O (-4.372, -3.572, 0.235)
C (-3.510, -5.783, -0.156)
C (-4.691, -6.356, -0.653)
C (-4.742, -7.662, -1.138)
C (-3.607, -8.451, -1.097)
C (-2.479, -7.955, -0.629)
C (-2.366, -6.591, -0.100)
C (-1.003, -6.089, 0.429)
O (0.004, -6.798, 0.518)
H (-1.202, -1.506, 3.171)
H (0.755, -2.893, 3.419)
H (0.876, -5.005, 2.132)
H (-2.961, -2.164, 1.760)
H (-5.598, -5.771, -0.681)
H (-5.668, -8.058, -1.529)
H (-3.691, -9.467, -1.451)
H (-1.568, -8.493, -0.844)

Cartesian forces, eV/Å:
0.3 0.4 -0.2
1.1 -2.2 2.4
-0.4 -1.6 -1.9
0.1 1.3 1.2
0.1 0.7 0.5
-0.1 0.5 -0.9
-0.6 0.5 -0.5
-0.2 1.3 0.1
-1.7 -3.7 -1.8
0.3 1.6 1.8
-1.3 0.1 0.0
1.2 -1.1 -0.2
0.9 0.6 0.2
0.6 1.9 0.6
0.0 0.0 -0.2
0.0 -0.1 -0.1
0.0 1.0 -0.3
-0.1 -0.9 -0.8
-0.2 0.9 -2.6
1.9 -2.5 0.8
-2.5 2.8 2.7
5.0 0.2 -0.1
-1.3 -1.7 -3.0
-1.1 0.1 0.2
-0.6 0.6 -0.4
-0.2 0.0 2.6
0.0 -0.4 -3.8
2.1 0.5 0.6
-1.8 0.0 3.2
-0.7 0.2 -1.6
0.8 -0.7 0.5
-1.0 -0.6 0.6
-0.1 0.2 1.3
-0.3 -0.4 -0.4
-0.7 0.2 0.2
0.6 0.5 -0.8
1.1 0.0 0.1
-0.2 -1.0 -0.6
0.1 -0.5 1.1
0.1 -0.5 -0.2
-0.9 -2.5 -2.1
-1.6 4.6 2.0
-0.6 1.0 1.0
1.3 -1.5 -0.3
0.4 -0.1 -0.1
0.4 2.0 0.6
0.0 -1.1 0.0
-2.8 -1.6 -0.8
3.1 1.4 0.3
0.2 0.0 -0.4
1.8 -0.3 1.5
-2.4 0.3 -1.1
-0.4 0.0 0.0
0.3 -0.2 -0.2
0.2 -0.1 -0.6
-0.6 -0.4 -0.5
0.0 0.3 0.1
-0.1 0.0 -0.1
0.3 0.0 -0.2
0.3 -0.1 0.6

**2S+1**: 2
**Charge**: +1
**HOMO energy (spin up / spin down)**: -12.557 / -12.557 eV
**Orbital gap (spin up / spin down)**: 7.036 / 3.659 eV

Population analysis type Mulliken, resulting atomic charges in e: C -0.61; C 0.95; C 0.07; F -0.27; F -0.26; F -0.27; F -0.29; O -0.45; C 0.87; C 0.29; F -0.28; F -0.24; F -0.31; F -0.31; H 0.17; H 0.45; H 0.25; H 0.23; C -1.06; C 1.19; C -0.05; F -0.28; F -0.25; F -0.28; F -0.28; O -0.38; C 0.93; C 0.28; F -0.29; F -0.26; F -0.26; F -0.30; H 0.37; H 0.47; H 0.28; H 0.17; C -0.49; C -0.81; C -0.49; C 0.64; C 0.41; C -0.37; C 0.40; O -0.58; C 0.21; C -0.39; C -0.32; C -0.64; C -0.55; C 0.50; C 0.34; O -0.59; H 0.48; H 0.43; H 0.52; H 0.45; H 0.51; H 0.45; H 0.44; H 0.45

---

Max |F| readings, ordered: 0.0099; 0.1052; 0.0086; 0.1012 hartree/bohr